42
Properties=species:S:1:pos:R:3:nbo_charge:R:1 method="wB97M-V/def2-TZVPD" smiles="CCN(CC)CCN1C[C@@H]2CC=CC[C@H]2C1" homo_ev=-7.40 gap_ev=8.4
C 1.863 0.948 3.038 -0.4230
H 4.180 2.239 0.743 0.1999
C -0.564 0.440 2.209 -0.2085
C 2.024 2.143 0.342 -0.4379
H 0.669 2.820 1.838 0.1996
C 0.832 0.744 1.906 -0.2152
N -1.059 -0.926 -1.351 -0.5000
C 0.796 2.022 1.168 -0.2300
H -2.448 -2.489 -3.003 0.2057
H -2.319 0.162 -2.485 0.1890
H 0.854 -1.078 -0.392 0.1799
H -2.901 -1.555 -0.694 0.1898
C 0.261 -1.501 -1.261 -0.1945
C 0.308 -3.086 -1.140 -0.6556
C -1.875 -1.676 -3.508 -0.6186
H -1.620 -1.834 0.568 0.2033
C -1.504 -0.522 -2.683 -0.2096
H -0.890 0.934 3.115 0.1721
H 1.373 1.621 3.742 0.2091
H -0.574 -0.685 2.454 0.1878
H -0.747 -0.023 -3.304 0.1964
H 2.017 3.165 -0.095 0.2160
H -0.963 2.895 0.277 0.1764
H 2.136 -0.045 3.465 0.2107
H 1.024 -3.442 -0.348 0.2050
H 0.871 -3.304 -2.044 0.2078
H 1.874 1.284 -0.382 0.2170
H -1.009 -2.110 -3.955 0.2029
N -1.297 0.937 1.098 -0.4594
C 3.228 1.978 1.205 -0.1837
C -2.365 0.162 0.433 -0.1989
C -2.019 -1.156 -0.227 -0.2224
H -3.219 -0.010 1.066 0.1839
H -2.566 0.763 -0.397 0.1916
H -0.352 1.572 -0.644 0.1882
H -2.501 -1.298 -4.390 0.2034
H 4.145 1.425 2.872 0.2062
C -0.488 1.907 0.345 -0.1944
H -0.627 -3.626 -1.083 0.2146
H 0.870 -1.241 -2.197 0.1907
C 3.195 1.480 2.423 -0.1917
H 1.387 -0.032 1.278 0.1963

---

77
Properties=species:S:1:pos:R:3:lowdin_charge:R:1 method="wB97M-V/def2-TZVPD" homo_ev="-5.50 / -5.60" charge=-1 spin_multiplicity=2 gap_ev="7.4 / 6.0"
H -1.922 -6.954 4.002 0.1037
H -1.126 -3.972 1.048 0.1126
C -0.554 -2.431 3.520 -0.1624
H -5.133 -5.344 1.659 0.1123
N 5.574 2.684 -2.200 0.0751
H 4.477 0.536 9.174 0.0773
C 3.733 1.237 8.791 -0.0570
C 2.788 0.830 -2.002 -0.2828
H 4.312 2.955 4.264 0.0758
Se -1.601 1.255 -1.150 0.1075
C 3.081 1.389 5.033 -0.3006
H -2.565 -0.761 0.931 0.0632
C -1.711 -2.957 4.071 -0.0983
C 0.496 -4.080 -3.485 -0.0973
C -0.216 -1.092 3.717 -0.3754
C 4.726 1.924 -2.404 -0.4077
H -3.462 -2.522 5.241 0.1039
C -2.214 -0.802 4.989 -0.0474
C 2.408 0.180 4.803 -0.3283
C 0.828 -2.976 -0.944 -0.1510
C 1.594 -4.069 -1.346 -0.0285
H 2.637 -1.098 7.945 0.1169
C -1.045 -0.245 4.459 -0.2763
C -4.080 -5.385 1.913 -0.0202
H 0.109 -3.060 2.934 0.0734
H -2.873 -0.158 5.560 0.1089
H 4.170 2.236 8.811 0.0698
C -0.110 -2.454 -1.825 -0.0593
H 0.714 -2.216 5.881 0.0791
C 1.439 -4.610 -2.611 -0.0882
Se 0.996 1.674 1.803 0.2658
C 0.993 -2.462 0.473 -0.6429
O 1.514 -3.252 1.296 -0.0998
H -1.167 1.810 3.859 0.0613
H 2.888 1.225 9.482 0.0772
N 0.572 -1.253 0.812 -0.2272
Te 1.639 -0.537 2.824 1.5433
C -3.622 -6.253 2.892 -0.0853
C -3.187 -4.545 1.255 -0.2316
C 3.299 0.863 7.400 -0.2761
Te -0.959 4.652 0.499 0.2442
H 2.629 3.079 3.755 0.0513
H -1.040 -2.596 -3.744 0.1044
H -0.329 -5.450 2.808 0.1231
C -0.283 -3.005 -3.088 -0.0726
H -4.324 -6.904 3.399 0.0997
H 2.048 -5.452 -2.916 0.0954
N -2.826 -1.722 1.083 0.1495
N -3.664 -3.691 0.230 0.0462
Se -0.510 3.314 -1.490 -0.2127
C 3.491 1.714 6.327 -0.0265
H -1.341 1.536 5.598 0.0798
S -3.951 -1.559 -1.302 0.5407
C -1.386 -5.443 2.573 -0.1080
H -4.243 -4.084 -0.493 0.1176
C -2.548 -2.131 4.810 -0.0649
C 3.440 2.378 3.953 -0.1096
H 1.993 -2.574 4.727 0.0558
C -1.837 -4.587 1.581 -0.0362
H 3.681 1.896 3.008 0.0437
H 2.281 -2.794 6.443 0.0796
H -2.397 -2.198 1.861 0.0657
C 2.734 -0.376 7.139 -0.0291
N 1.808 0.556 -1.429 0.1187
C -0.805 1.221 4.702 -0.0756
N 3.812 1.020 -2.731 0.0768
H -0.759 -1.640 -1.529 0.0392
C 2.307 -0.738 5.866 -0.2922
H -1.955 -4.001 3.918 0.0706
C 1.790 -2.151 5.713 -0.0673
H 0.247 1.456 4.835 0.0451
H 0.367 -4.510 -4.471 0.0949
H 3.995 2.663 6.486 0.1122
Ga 0.375 0.337 -0.135 -0.3323
C -3.436 -2.359 0.080 -0.9222
H 2.302 -4.481 -0.639 0.1097
C -2.275 -6.280 3.233 -0.0983

---

51
Properties=species:S:1:pos:R:3:nbo_charge:R:1 method="wB97M-V/def2-TZVPD" homo_ev=-5.67 charge=-1 gap_ev=8.5
H 1.080 2.453 0.062 0.5379
H 0.067 -4.448 0.389 0.4776
C -1.302 -0.610 -0.662 -0.0478
H 0.039 0.600 1.116 0.3914
H 0.441 -1.732 -0.233 0.1934
H 2.114 -2.290 -2.230 0.4822
O 3.659 -2.200 -0.234 -1.0390
O 3.998 1.366 -0.514 -1.0382
H -1.374 -1.394 1.299 0.1537
H 0.430 -3.444 -1.136 0.4817
O -1.417 2.739 -1.539 -0.9876
H 0.547 4.048 0.643 0.4732
H -4.184 2.396 -2.019 0.4518
C 0.614 -0.913 -2.280 -0.0624
O -2.959 3.194 1.911 -0.9605
H -0.877 2.126 2.789 0.1976
C -1.383 1.069 2.759 -0.4251
H -3.625 3.460 1.317 0.4696
O 2.630 -0.749 1.632 -1.0127
O 1.247 -2.222 -2.495 -0.7661
H -2.495 1.019 2.661 0.2165
O 1.863 1.522 0.882 -1.1705
H -2.179 3.013 1.350 0.4903
H -3.186 2.440 -1.018 0.4878
N -2.125 -1.747 -1.191 -0.8661
O 0.469 3.329 0.031 -1.0757
H -2.476 -1.663 -2.061 0.3573
H 3.068 -1.832 0.542 0.5198
H -0.286 -0.956 -2.882 0.1752
H 3.442 -0.327 2.038 0.4712
H 4.175 -1.646 -0.667 0.4621
H 1.850 2.266 1.599 0.4637
O -4.066 2.283 -1.125 -0.9533
H 1.257 -0.180 -2.575 0.1832
C -1.629 -0.414 0.856 -0.2198
C 0.154 -0.841 -0.825 -0.4677
O -0.148 -4.268 1.266 -0.9709
H 1.121 -4.658 -1.575 0.4762
H 0.740 -0.093 -0.137 0.2388
H -1.810 -2.660 -0.933 0.3671
H 4.755 1.916 -0.364 0.4548
H -2.761 -0.261 1.007 0.1919
N -1.037 0.768 1.339 -0.6736
H 2.147 0.121 1.331 0.5143
H 3.263 1.367 0.194 0.5147
O 0.244 -4.306 -1.300 -0.9343
H -1.648 0.229 -1.356 0.1827
H -0.772 3.241 -1.064 0.5046
H -0.909 1.962 -1.679 0.4605
H -1.076 0.361 3.567 0.1646
H 0.309 -3.433 1.514 0.4636

---

Energy above the lowest of the compared OMol25 structures with the same formula, charge and spin across the listed records, respectively: 0.0, 8.9, 107.1 kcal/mol.